{"formula": "C6H15N3", "method": "wB97M-V/def2-TZVPD", "total_charge": 0, "e_homo_ev": -8.206, "e_above_lowest_kj_mol": 374.4, "species": ["C", "C", "C", "C", "C", "C", "N", "N", "N", "H", "H", "H", "H", "H", "H", "H", "H", "H", "H", "H", "H", "H", "H", "H"], "xyz": [[-0.206, 1.409, -2.473], [-1.114, -2.553, 1.161], [0.851, -1.758, 2.695], [0.295, 2.563, -1.586], [1.332, 1.906, -0.586], [-0.027, -1.445, 1.474], [-0.079, 0.747, 0.899], [0.834, 0.638, -0.010], [-0.575, -0.128, 1.656], [-1.151, 1.279, -1.981], [0.318, 0.529, -2.419], [-0.391, 1.754, -3.457], [-1.782, -2.401, 0.337], [-1.875, -2.764, 1.980], [-0.695, -3.557, 0.896], [0.170, -1.959, 3.545], [1.409, -0.894, 3.031], [1.579, -2.592, 2.644], [0.821, 3.349, -2.133], [-0.504, 3.051, -0.980], [1.455, 2.623, 0.243], [2.200, 1.728, -1.187], [0.687, -1.375, 0.574], [-0.335, 1.743, 1.007]]}